Entry 1:
ORCA calculation (ωB97M-V/def2-TZVPD) on 12 unconnected molecules or ions with the total composition C42H76F6N9O13S2 at a distorted geometry.

Output
energy	-4512.53470	hartree
highest occupied orbital energy	-7.08	eV
M	1093.242	g/mol

ORCA input file:
```
! wB97M-V def2-TZVPD RIJCOSX def2/J DEFGRID3
* xyz -1 1
C -1.301 0.925 3.184
F -0.146 0.863 3.882
F -1.697 -0.320 2.948
F -2.167 1.546 3.995
S -0.965 1.990 1.632
O -1.613 3.254 1.881
O 0.485 2.057 1.590
N -1.750 1.183 0.354
S -0.636 0.306 -0.269
O 0.356 1.049 -1.008
O -0.106 -0.660 0.690
C -1.528 -0.758 -1.548
F -0.658 -1.517 -2.180
F -2.452 -1.502 -0.968
F -2.117 0.061 -2.428
C 3.957 -1.785 7.345
C 2.560 -1.217 7.060
C 2.670 -0.705 5.585
O 4.061 -0.661 5.300
C 4.630 -1.768 5.992
H 3.947 -2.824 7.687
H 4.526 -1.262 8.113
H 2.335 -0.384 7.720
H 1.813 -2.008 7.075
H 2.232 0.291 5.548
H 2.049 -1.337 4.944
H 5.713 -1.653 6.048
H 4.475 -2.715 5.461
C 3.644 -3.775 -0.959
C 2.404 -3.370 -0.153
C 2.766 -1.987 0.295
O 4.202 -1.985 0.510
C 4.727 -3.224 -0.040
H 3.751 -3.326 -1.945
H 3.768 -4.859 -0.990
H 2.347 -4.119 0.647
H 1.461 -3.495 -0.686
H 2.247 -1.655 1.191
H 2.446 -1.391 -0.568
H 4.952 -3.861 0.815
H 5.577 -3.006 -0.688
C 1.701 -3.881 -5.430
C 0.477 -2.986 -5.365
C -0.534 -3.644 -6.347
O -0.087 -4.977 -6.450
C 1.324 -5.075 -6.345
H 1.986 -4.349 -4.481
H 2.656 -3.430 -5.712
H 0.749 -2.003 -5.764
H 0.031 -2.834 -4.387
H -0.717 -3.138 -7.295
H -1.469 -3.569 -5.787
H 1.706 -4.952 -7.367
H 1.708 -6.023 -5.977
C -1.203 -3.713 1.123
C -0.491 -4.980 1.556
O -0.343 -5.929 0.788
N 0.025 -5.018 2.800
C 0.008 -3.951 3.803
H -0.510 -2.872 1.085
H -2.109 -3.621 1.719
H -1.430 -3.852 0.066
H 0.524 -5.846 3.076
H 0.980 -3.994 4.298
H -0.724 -4.189 4.578
H -0.148 -2.958 3.394
C 6.274 1.195 4.490
C 5.327 1.767 3.449
O 5.257 2.982 3.258
N 4.625 0.855 2.763
C 3.899 1.085 1.526
H 7.153 1.831 4.557
H 6.636 0.214 4.177
H 5.714 1.103 5.418
H 4.631 -0.060 3.185
H 2.823 1.018 1.720
H 4.082 0.223 0.889
H 4.142 2.103 1.235
C -4.772 -0.118 1.542
C -5.249 1.340 1.493
O -6.359 1.623 1.908
N -4.427 2.205 0.874
C -4.763 3.608 0.767
H -4.503 -0.414 2.555
H -3.915 -0.411 0.930
H -5.570 -0.729 1.120
H -3.567 1.887 0.429
H -5.288 3.936 1.659
H -5.332 3.798 -0.149
H -3.837 4.175 0.658
C 1.979 7.074 6.721
C 1.519 5.637 6.528
O 1.031 5.024 7.469
N 1.513 5.129 5.277
C 0.941 3.817 4.990
H 1.299 7.793 6.272
H 2.996 7.243 6.348
H 2.138 7.243 7.785
H 2.041 5.569 4.543
H 0.903 3.684 3.911
H -0.049 3.778 5.435
H 1.615 3.059 5.389
C 0.349 4.392 -5.394
C 0.733 2.966 -5.102
O 0.191 2.046 -5.712
N 1.758 2.742 -4.235
C 2.094 1.409 -3.819
H 1.162 5.112 -5.437
H -0.366 4.740 -4.635
H -0.295 4.432 -6.270
H 1.997 3.510 -3.629
H 1.302 0.994 -3.170
H 2.895 1.388 -3.081
H 2.123 0.696 -4.638
C 0.032 5.001 -0.530
C -0.883 4.749 -1.715
O -0.893 5.568 -2.631
N -1.669 3.672 -1.687
C -2.688 3.501 -2.705
H 0.918 5.476 -0.955
H 0.459 4.155 0.011
H -0.428 5.667 0.198
H -1.648 3.008 -0.931
H -2.301 3.196 -3.678
H -3.217 4.438 -2.884
H -3.426 2.782 -2.349
N -4.153 -3.889 -3.107
C -4.252 -2.563 -3.046
C -5.129 -1.839 -2.238
C -5.992 -2.565 -1.444
C -6.065 -3.939 -1.615
C -5.087 -4.555 -2.407
H -3.573 -1.994 -3.674
H -4.956 -0.783 -2.087
H -6.611 -2.063 -0.711
H -6.700 -4.547 -0.987
H -5.010 -5.634 -2.433
N -3.039 -0.831 -7.367
C -2.170 -0.209 -6.586
C -2.491 0.433 -5.379
C -3.845 0.603 -5.144
C -4.790 -0.003 -5.985
C -4.331 -0.749 -7.054
H -1.118 -0.425 -6.740
H -1.709 1.013 -4.912
H -4.239 1.148 -4.294
H -5.861 0.090 -5.868
H -5.059 -1.219 -7.706
*
```

Entry 2:
ORCA calculation (ωB97M-V/def2-TZVPD) on 14 unconnected molecules or ions with the total composition C42H77B7F28N14 at a distorted geometry.

Output
energy	-5384.45761	hartree
highest occupied orbital energy	-6.22	eV
M	1385.804	g/mol

ORCA input file:
```
! wB97M-V def2-TZVPD RIJCOSX def2/J DEFGRID3
* xyz 0 1
C 8.812 -8.182 -2.187
C 7.414 -8.669 -1.703
N 6.550 -7.492 -1.768
C 6.156 -6.797 -2.861
C 5.339 -5.754 -2.415
N 5.294 -5.769 -1.047
C 5.945 -6.888 -0.671
C 4.700 -4.778 -0.218
H 9.482 -9.028 -2.342
H 9.426 -7.633 -1.472
H 8.828 -7.602 -3.110
H 7.517 -9.064 -0.692
H 6.867 -9.395 -2.304
H 6.558 -6.990 -3.845
H 4.780 -4.980 -2.922
H 5.955 -7.393 0.284
H 4.750 -3.873 -0.823
H 5.402 -4.682 0.610
H 3.665 -5.049 -0.009
C -3.793 1.641 3.782
C -5.166 2.330 3.503
N -5.173 3.834 3.451
C -6.343 4.587 3.185
C -5.921 5.954 3.096
N -4.528 6.014 3.213
C -4.104 4.722 3.443
C -3.750 7.294 3.246
H -3.989 0.592 4.003
H -3.327 2.076 4.666
H -2.963 1.724 3.081
H -5.888 1.970 4.236
H -5.617 2.006 2.565
H -7.266 4.028 3.132
H -6.512 6.843 2.933
H -3.086 4.384 3.566
H -2.697 7.074 3.072
H -3.727 7.829 4.196
H -4.160 7.985 2.509
C 2.387 0.969 5.330
C 1.283 0.937 6.441
N 1.801 1.332 7.726
C 2.018 2.641 8.124
C 2.575 2.631 9.422
N 2.683 1.311 9.807
C 2.216 0.513 8.728
C 3.230 0.907 11.108
H 3.016 0.086 5.444
H 3.041 1.840 5.361
H 1.869 0.885 4.375
H 0.820 -0.048 6.395
H 0.512 1.651 6.149
H 1.619 3.466 7.553
H 2.923 3.352 10.147
H 2.144 -0.563 8.684
H 3.060 -0.169 11.159
H 2.726 1.379 11.951
H 4.300 1.099 11.194
C -2.086 2.060 0.308
C -0.696 1.841 1.022
N 0.000 0.702 0.546
C 0.141 0.340 -0.784
C 0.855 -0.834 -0.783
N 1.389 -0.987 0.431
C 0.779 -0.132 1.287
C 2.306 -2.066 0.751
H -2.543 1.071 0.273
H -2.131 2.388 -0.731
H -2.770 2.666 0.903
H -0.836 1.890 2.102
H -0.038 2.698 0.878
H -0.424 0.816 -1.572
H 1.149 -1.596 -1.490
H 0.927 -0.059 2.354
H 1.791 -2.908 0.289
H 2.347 -2.214 1.830
H 3.285 -1.876 0.311
C 7.350 -3.542 -4.824
C 7.873 -3.427 -3.446
N 7.641 -2.144 -2.889
C 8.079 -0.958 -3.409
C 7.632 0.069 -2.659
N 7.005 -0.492 -1.570
C 7.066 -1.864 -1.714
C 6.251 0.175 -0.551
H 7.416 -4.598 -5.086
H 8.019 -2.955 -5.453
H 6.311 -3.230 -4.922
H 8.951 -3.580 -3.409
H 7.434 -4.171 -2.781
H 8.616 -0.896 -4.343
H 7.732 1.143 -2.697
H 6.718 -2.630 -1.037
H 5.475 -0.485 -0.164
H 5.862 1.111 -0.952
H 6.830 0.394 0.346
C -4.820 0.594 -1.739
C -5.014 0.944 -3.206
N -5.227 -0.298 -3.968
C -6.273 -1.151 -3.924
C -6.042 -2.264 -4.723
N -4.810 -2.066 -5.367
C -4.290 -0.886 -4.851
C -4.075 -2.972 -6.330
H -4.315 1.397 -1.202
H -4.030 -0.157 -1.748
H -5.633 0.215 -1.120
H -4.102 1.433 -3.549
H -5.894 1.587 -3.221
H -7.055 -0.915 -3.217
H -6.684 -3.113 -4.903
H -3.337 -0.409 -5.026
H -4.382 -2.540 -7.283
H -4.363 -4.014 -6.194
H -2.992 -2.847 -6.328
C -4.864 4.253 -1.023
C -5.814 5.426 -1.007
N -7.114 5.045 -0.594
C -8.147 5.809 -0.056
C -9.268 4.968 0.171
N -8.930 3.701 -0.254
C -7.631 3.753 -0.739
C -9.818 2.517 -0.093
H -3.814 4.542 -1.008
H -5.028 3.639 -1.908
H -4.962 3.691 -0.093
H -5.900 6.018 -1.917
H -5.431 6.192 -0.333
H -8.122 6.880 0.087
H -10.289 5.276 0.340
H -7.101 2.922 -1.181
H -9.308 1.607 -0.407
H -10.671 2.636 -0.761
H -10.280 2.473 0.894
B -1.678 5.101 -2.815
F -1.332 4.576 -1.603
F -0.484 5.286 -3.440
F -2.441 4.219 -3.509
F -2.246 6.302 -2.666
B -1.607 1.995 -5.222
F -1.700 1.547 -3.947
F -0.778 3.087 -5.245
F -1.037 1.022 -5.933
F -2.789 2.445 -5.737
B -1.019 -1.924 -4.114
F -1.861 -1.623 -3.015
F -1.407 -1.212 -5.279
F 0.269 -1.724 -3.819
F -0.982 -3.288 -4.405
B 0.509 -5.116 -2.592
F 0.463 -5.194 -3.916
F 0.681 -3.823 -2.418
F -0.600 -5.733 -2.059
F 1.594 -5.816 -2.164
B 3.277 1.521 2.152
F 3.225 0.243 2.726
F 3.755 1.523 0.846
F 2.100 2.089 2.241
F 4.136 2.240 2.960
B 3.712 -2.074 -3.292
F 4.774 -2.906 -3.040
F 2.626 -2.813 -3.698
F 3.432 -1.378 -2.119
F 4.086 -1.054 -4.152
B -0.447 -2.060 4.049
F 0.116 -2.705 2.916
F -1.604 -1.493 3.652
F -0.689 -2.912 5.091
F 0.415 -1.045 4.505
*
```

| no. | E_LUMO (eV) |
| --- | --- |
| 1 | 1.9 |
| 2 | -1.7 |